[1]
The following is a quantum chemistry calculation of a molecular structure, C34H36As2BrCsF3N2O2S, from the OMol25 dataset.

Values from the calculation:
HOMO energy: -3.97 eV

Structure (ORCA input):
```
! wB97M-V def2-TZVPD RIJCOSX def2/J DEFGRID3
* xyz -1 1
Cs 0.83178 0.67760 -0.01537
C -0.00362 2.57418 -5.39218
As -0.62136 1.70905 -3.73432
C -0.22691 -0.12542 -4.32003
C -2.55556 1.67248 -4.10734
C -3.09421 2.31474 -5.22094
C -4.45911 2.30443 -5.46581
C -5.31091 1.64476 -4.59435
C -4.78428 1.00993 -3.48033
C -3.41722 1.01953 -3.21777
As -2.70225 0.14406 -1.60083
C -3.60829 -1.58924 -1.81819
C -3.92175 0.91650 -0.28884
H -0.39800 2.08739 -6.28454
H 1.08438 2.51388 -5.41902
H -0.28349 3.62744 -5.39201
H -0.65649 -0.32025 -5.30251
H -0.64021 -0.82578 -3.59501
H 0.85451 -0.26051 -4.34445
H -2.45000 2.83753 -5.91648
H -4.85354 2.81261 -6.33733
H -6.37833 1.62959 -4.77637
H -5.45735 0.50493 -2.79687
H -4.67989 -1.47270 -1.97991
H -3.44806 -2.17020 -0.90939
H -3.17479 -2.12868 -2.66017
H -4.96295 0.81001 -0.59365
H -3.66926 1.96628 -0.15255
H -3.74840 0.41148 0.66017
C -2.71583 -2.38521 2.64827
C -2.15657 -2.70452 4.03616
C -2.33528 -4.20465 4.30521
C -2.96034 -1.89610 5.06565
C -0.67677 -2.33942 4.15327
C -0.01903 -2.50475 5.38653
C 1.30739 -2.17034 5.56679
C 2.01723 -1.66169 4.48445
S 3.64330 -1.07853 4.37028
C 3.37173 -0.68817 2.66546
N 2.18913 -0.98922 2.23979
C 1.39728 -1.51916 3.24064
C 0.05114 -1.85482 3.08293
C 4.43202 -0.01675 1.89081
C 5.76086 -0.21370 2.29910
C 6.78669 0.45466 1.65728
C 6.46550 1.32538 0.61996
C 5.14214 1.48236 0.23090
C 4.04272 0.82355 0.82084
H -3.77747 -2.64351 2.62020
H -2.21294 -2.96370 1.86838
H -2.61175 -1.32089 2.43025
H -3.39216 -4.47628 4.24305
H -1.97489 -4.47734 5.29898
H -1.78380 -4.79834 3.57271
H -4.02283 -2.14126 4.97946
H -2.82993 -0.82987 4.88565
H -2.64832 -2.12358 6.08639
H -0.56993 -2.89398 6.23387
H 1.77708 -2.29186 6.53482
H -0.40549 -1.68723 2.11845
H 5.99941 -0.90084 3.10608
H 7.81657 0.30414 1.95985
H 7.25598 1.87428 0.11425
H 4.95927 2.16462 -0.60271
Br 7.37382 1.15327 -3.86578
C 5.58262 0.81183 -3.34995
C 5.28859 -0.26713 -2.54312
C 3.96309 -0.45546 -2.17743
N 2.96556 0.32624 -2.58362
C 3.28651 1.36940 -3.34522
C 4.57331 1.66420 -3.76195
H 6.06162 -0.91935 -2.16477
H 3.70475 -1.26523 -1.50596
H 2.46624 2.01906 -3.63519
H 4.77938 2.52936 -4.37520
F -1.97598 3.63820 3.83338
C -1.47235 3.17740 2.67941
F -2.08333 3.86609 1.69108
F -0.16734 3.53685 2.64684
C -1.61718 1.62972 2.49429
O -1.95974 0.98071 3.47794
O -1.35612 1.25594 1.32761
*
```

Here are the Löwdin charges for atoms 1 to 5, given in e: 0.885 -0.349 1.099 -0.320 -0.436


[2]
The following is a quantum chemistry calculation of a gas-phase ion, C5H10NOS (charge -1), from the OMol25 dataset.

Values from the calculation:
HOMO energy: -2.46 eV
SMILES: CN(C)C(=O)CC[S-]

Structure (ORCA input):
```
! wB97M-V def2-TZVPD RIJCOSX def2/J DEFGRID3
* xyz -1 1
C 0.74402 -1.15290 -1.50749
N 1.08904 0.13613 -0.93870
C 1.49236 1.07593 -1.95596
C 0.74655 0.65340 0.29179
O 0.77509 1.85396 0.49831
C 0.43361 -0.33833 1.42661
C -1.05132 -0.32914 1.74623
S -2.08667 -0.74249 0.27037
H 1.28211 -1.32505 -2.43936
H 1.24920 -1.97011 -0.96201
H -0.31744 -1.41104 -1.47666
H 1.96446 1.94405 -1.47402
H 0.65230 1.37002 -2.60908
H 2.31853 0.86123 -2.64798
H 0.78796 -1.29088 1.03315
H 1.11332 -0.17670 2.26410
H -1.36606 -1.11033 2.44372
H -1.39229 0.61718 2.16249
*
```

Here are the natural (NBO) charges for atoms 1 to 5, given in e: -0.436 -0.469 -0.414 0.727 -0.660


[3]
The following is a quantum chemistry calculation of 3 unconnected molecules or ions with the total composition C17H43N2P, from the OMol25 dataset.

Values from the calculation:
HOMO energy: -8.15 eV
SMILES: CCC[C@H](C)P.CCN(CC)CC.CCN(CC)CC

Structure (ORCA input):
```
! wB97M-V def2-TZVPD RIJCOSX def2/J DEFGRID3
* xyz 0 1
C -0.26972 2.30023 -1.25447
C 0.42177 1.77031 0.17228
C 0.40372 0.11659 0.30689
C 1.17145 -0.44884 1.64261
C 0.15910 -1.22922 2.71296
P 2.07012 0.90115 2.66361
H 0.05607 3.44616 -1.32925
H -1.43140 2.15916 -1.27682
H 0.18931 1.77331 -2.19517
H 1.54017 2.18404 0.12949
H -0.06378 2.30495 1.11300
H 0.94635 -0.35000 -0.64864
H -0.69591 -0.28598 0.29227
H 1.95053 -1.26000 1.28827
H 0.18449 -2.38623 2.53864
H -0.94422 -0.85424 2.60653
H 0.58114 -1.02437 3.80969
H 3.15782 1.50718 1.93921
H 1.08084 1.86549 3.09130
C -7.39699 3.13172 -2.93135
C -6.15055 2.83297 -2.10270
N -5.59756 4.00482 -1.41945
C -4.25616 3.77647 -0.87128
C -4.11945 2.74456 0.24505
C -6.51473 4.73835 -0.54383
C -7.16990 3.96765 0.59851
H -7.21059 3.93389 -3.65288
H -7.69181 2.23853 -3.49269
H -8.24668 3.41617 -2.30366
H -5.39676 2.44207 -2.79788
H -6.37712 2.02458 -1.40079
H -3.83827 4.72881 -0.52207
H -3.59993 3.47079 -1.69529
H -4.49726 3.12512 1.19568
H -3.05934 2.50783 0.39718
H -4.63046 1.80603 0.01301
H -7.31047 5.16851 -1.16139
H -5.99946 5.61278 -0.12577
H -7.55010 2.99155 0.28596
H -8.02159 4.53849 0.98437
H -6.48287 3.82246 1.43530
C 5.84219 -6.55179 -0.04251
C 5.30334 -5.31811 0.67668
N 6.15569 -4.13423 0.54335
C 5.79037 -3.05080 1.46243
C 4.42243 -2.40050 1.27383
C 6.47414 -3.71443 -0.82353
C 5.30859 -3.38962 -1.75313
H 6.86210 -6.78506 0.28026
H 5.21247 -7.41850 0.18569
H 5.83941 -6.42525 -1.12919
H 5.22899 -5.58092 1.73955
H 4.28346 -5.12370 0.33093
H 6.55874 -2.26858 1.42732
H 5.83938 -3.44244 2.48580
H 4.40616 -1.73757 0.40693
H 4.18645 -1.78336 2.14932
H 3.61961 -3.13574 1.17040
H 7.07313 -4.50107 -1.29474
H 7.14830 -2.84875 -0.79193
H 4.50594 -4.12973 -1.69850
H 5.66146 -3.37054 -2.79007
H 4.88784 -2.40316 -1.54533
*
```

Here are the natural (NBO) charges for atoms 1 to 5, given in e: -0.634 -0.421 -0.427 -0.478 -0.638


[4]
The following is a quantum chemistry calculation of a gas-phase ion, C5H10N5O (charge +1), from the OMol25 dataset.

Values from the calculation:
HOMO energy: -12.29 eV
SMILES: C=N/C=C(/N)NC(=[NH2+])C(N)=O

Structure (ORCA input):
```
! wB97M-V def2-TZVPD RIJCOSX def2/J DEFGRID3
* xyz 1 1
C 0.38586 2.15115 0.35032
N 1.52267 1.66405 0.47711
C 1.95578 0.37700 0.68148
C 1.62572 -0.65034 -0.13069
N 2.28420 -1.89016 -0.32643
N 0.47599 -0.41348 -0.90499
C -0.76907 -0.13331 -0.53299
N -1.63576 0.12900 -1.46394
C -1.23619 -0.31951 0.92975
N -2.56679 -0.56164 1.05943
O -0.40179 -0.33134 1.75138
H 0.36402 3.26996 0.19790
H -0.66823 1.73660 0.48046
H 2.91492 0.50655 1.19127
H 2.68073 -2.31443 0.45718
H 2.90762 -1.75000 -1.10331
H 0.46154 -0.73174 -1.94200
H -1.55887 0.37170 -2.36746
H -2.56129 0.32715 -1.13327
H -3.22201 -0.64430 0.30913
H -2.95905 -0.79293 2.01967
*
```

Here are the natural (NBO) charges for atoms 1 to 5, given in e: -0.029 -0.376 -0.010 0.254 -0.834


[5]
The following is a quantum chemistry calculation of a molecular structure, C22H32BrIrN2O3Se2, from the OMol25 dataset.

Values from the calculation:
HOMO energy (spin up / spin down): -6.71 / -6.68 eV

Structure (ORCA input):
```
! wB97M-V def2-TZVPD RIJCOSX def2/J DEFGRID3
* xyz 0 1
Ir 0.53664 0.13195 0.51328
O -0.75941 5.52914 -0.70617
C -0.17250 4.37744 -1.10258
C -0.51160 3.72195 -2.28000
C 0.15924 2.55735 -2.59533
N 1.11879 2.02890 -1.83487
C 1.42522 2.67800 -0.71282
Br -1.67632 0.40550 -0.45875
C 0.82344 3.84996 -0.29459
H -1.47927 5.75330 -1.30625
H -1.29133 4.10222 -2.92870
H -0.09504 2.00391 -3.49127
H 1.10059 4.33632 0.63036
O 4.49790 0.27331 -3.61936
C 5.19252 -0.24435 -2.49402
C 4.28880 -0.14510 -1.25867
C 5.13757 -0.67398 -0.10450
O 4.61657 -0.23214 1.13785
C 3.95199 1.33468 -1.06697
Se 2.73868 1.79606 0.40224
C 3.02307 -0.96853 -1.55934
Se 1.92978 -1.71875 -0.11749
H 5.04700 0.16859 -4.40095
H 6.11792 0.31698 -2.31818
H 5.45662 -1.29675 -2.65055
H 6.15807 -0.28656 -0.21297
H 5.17465 -1.76765 -0.15913
H 5.04966 -0.70360 1.85529
H 3.45254 1.70824 -1.95539
H 4.86252 1.91028 -0.89195
H 3.30668 -1.85539 -2.12919
H 2.35690 -0.37555 -2.18115
C 0.19962 3.00073 6.08311
C 0.92125 2.09551 5.11624
C 2.30493 1.96894 5.15286
C 2.96610 1.12016 4.27117
C 4.46405 0.95940 4.32459
C 2.22116 0.39762 3.34746
C 0.83628 0.52517 3.26954
C 0.19968 1.37464 4.17353
N 0.09975 -0.22275 2.31053
C -0.95348 -1.16961 2.79571
C -0.54554 -1.69497 4.17734
C -1.01574 -2.37109 1.84975
C -2.34521 -0.53555 2.88761
H 0.90264 3.53238 6.72336
H -0.47392 2.42747 6.72326
H -0.40481 3.73925 5.55353
H 2.87301 2.52928 5.88839
H 4.90946 1.64241 5.04729
H 4.90666 1.15295 3.34579
H 4.73395 -0.05938 4.61608
H 2.70185 -0.31977 2.69199
H -0.87428 1.50035 4.12547
H 0.49574 -2.02402 4.17023
H -1.17815 -2.54622 4.43080
H -0.65825 -0.94061 4.95574
H -0.05219 -2.88495 1.82520
H -1.26567 -2.06301 0.83733
H -1.77945 -3.07056 2.19498
H -2.34221 0.34801 3.52591
H -3.04167 -1.26007 3.31682
H -2.70775 -0.24897 1.90677
*
```

Here are the natural (NBO) charges for atoms 1 to 5, given in e: 0.707 -0.648 0.376 -0.349 0.095